The following is a quantum chemistry calculation of a molecular structure, C46H42AsClF3NO3TeW, from OMol25.

```
99
Properties=species:S:1:pos:R:3:lowdin_charge:R:1
W 15.741 7.863 14.165 1.0954
C 21.935 8.557 15.539 -0.0659
C 21.413 9.864 15.460 -0.0368
C 20.043 10.031 15.185 -0.1058
C 19.198 8.943 15.013 -0.3538
C 19.733 7.654 15.102 -0.1355
C 21.112 7.473 15.391 -0.0686
As 17.792 9.076 13.619 1.2530
C 17.348 10.872 13.002 -0.2960
C 17.202 12.059 13.745 -0.0884
C 16.712 13.178 13.072 -0.0683
C 16.579 13.172 11.699 -0.0408
C 16.895 12.062 10.895 0.0138
C 17.342 10.901 11.567 -0.2194
C 18.135 9.872 11.031 -0.2245
C 18.699 10.026 9.704 0.0368
C 19.785 9.179 9.339 -0.0635
C 20.287 8.284 10.242 -0.0788
C 19.762 8.158 11.556 -0.0654
C 18.730 8.967 11.896 -0.2954
H 22.954 8.399 15.849 0.1125
H 22.070 10.752 15.742 0.1399
H 19.609 11.022 15.000 0.0980
H 19.166 6.728 15.148 0.0814
H 21.486 6.462 15.459 0.1124
H 17.368 12.085 14.858 0.1226
H 16.526 14.054 13.694 0.1230
H 15.949 14.007 11.287 0.1297
H 16.797 12.055 9.810 0.1163
H 18.300 10.740 8.980 0.1132
H 20.303 9.266 8.323 0.1415
H 20.964 7.578 9.821 0.1015
H 20.306 7.476 12.231 0.1148
F 12.908 17.583 12.001 0.1204
C 12.921 16.297 11.578 -0.5445
F 12.299 15.661 12.589 0.1153
F 14.193 15.868 11.476 0.1125
C 12.073 16.172 10.288 -0.6098
O 12.752 15.690 9.349 -0.0248
O 10.861 16.512 10.425 -0.0288
C 8.721 14.827 12.030 -0.0278
C 9.583 13.611 11.747 -0.1664
C 9.351 12.363 12.347 -0.0116
C 10.016 11.176 12.031 -0.3244
C 9.542 9.856 12.607 -0.0746
C 11.227 11.347 11.346 -0.4035
Te 12.482 9.672 11.035 1.7898
N 14.283 8.634 13.242 -0.1596
C 13.332 9.056 14.176 -0.5764
O 12.136 9.277 13.874 -0.0767
C 13.744 9.220 15.552 -0.1998
C 12.788 9.068 16.577 0.0244
C 13.233 9.046 17.872 -0.0046
C 14.641 9.169 18.160 -0.0341
C 15.549 9.251 17.149 -0.0726
C 15.082 9.400 15.831 -0.2493
C 12.121 9.343 8.889 -0.3269
C 13.259 8.947 8.162 -0.3477
C 14.662 9.158 8.622 -0.0983
C 13.110 8.253 6.990 -0.0314
C 11.874 7.973 6.471 -0.2733
C 11.777 6.907 5.387 -0.0239
C 10.803 8.637 6.959 -0.0063
C 10.915 9.430 8.116 -0.2564
C 9.761 10.197 8.621 -0.0400
C 11.479 12.568 10.633 -0.2672
C 12.661 12.647 9.638 -0.0488
C 10.579 13.603 10.685 0.0245
H 9.205 15.814 11.832 0.0849
H 8.216 14.754 13.016 0.0868
H 7.897 14.782 11.349 0.0759
H 8.588 12.304 13.136 0.1230
H 8.855 9.980 13.459 0.0881
H 10.352 9.273 13.014 0.0104
H 8.950 9.267 11.846 0.1022
H 11.777 8.955 16.207 0.1320
H 12.566 8.777 18.707 0.1294
H 14.870 9.128 19.261 0.1369
H 16.609 9.289 17.334 0.1118
H 15.633 10.088 15.167 0.0982
H 14.886 8.504 9.480 0.0661
H 14.794 10.179 9.042 0.0576
H 15.445 9.003 7.828 0.1029
H 14.023 7.880 6.495 0.1307
H 11.222 7.383 4.552 0.0977
H 11.275 6.028 5.797 0.0887
H 12.726 6.539 5.046 0.0655
H 9.832 8.472 6.469 0.1391
H 8.771 9.721 8.285 0.1208
H 9.751 11.287 8.523 0.1016
H 9.806 10.077 9.700 0.0338
H 13.615 12.446 10.178 0.0669
H 12.712 13.667 9.349 0.0301
H 12.600 11.998 8.732 0.0838
H 10.606 14.391 9.968 0.1040
Cl 16.240 5.687 15.255 0.5021
C 15.988 5.977 13.412 -0.5807
H 15.230 5.299 13.093 0.0120
H 16.893 5.654 12.886 0.0211
```

Output
- <S²>: 3.7916
- Energy: -146633.2917 eV
- Gap between HOMO and LUMO (alpha / beta): 0.1495 / 0.1523 Eh
- Multiplicity: 4
- Net charge: +1